(1)
Formula: C30H27N3O3RuS
Source: OMol25
Level of theory: wB97M-V/def2-TZVPD

Total energy = -55535.04870 eV
Multiplicity = 5
⟨S²⟩ = 6.033
Charge = +4
Highest occupied orbital energy (alpha / beta) = -18.2758 / -18.2686 eV
Orbital gap (alpha / beta) = 5.54 / 2.54 eV

Last column: Mulliken spin population.
Element x y z (Å)
Ru1 0.259198 1.138935 0.034166  2.67
S1 -0.368437 -1.924340 1.009053  0.01
O1 0.367880 -0.779860 0.160156  0.17
O2 -3.293585 3.114800 -0.457035  0.03
O3 3.703606 3.284586 -0.185121  0.03
N1 0.206646 3.140347 -0.321025  -0.08
N2 -1.797576 1.479388 -0.170143  0.03
N3 2.226639 1.639939 0.078577  -0.03
C1 -4.829006 -1.964836 -2.045950  0.00
C2 -0.202389 -4.638666 -1.944465  0.00
C3 3.312332 0.697333 4.117492  0.24
C4 -4.129051 1.936607 -0.188056  0.00
C5 -4.467558 -1.092464 -1.053801  0.00
C6 0.125073 5.829873 -0.757745  0.02
C7 4.624564 -0.556601 1.993327  0.06
C8 1.350810 3.831167 -0.369896  0.03
C9 -4.052248 -2.032578 -3.215654  0.00
C10 1.017314 -2.605267 1.897093  0.01
C11 -3.100808 0.762348 -0.120361  0.01
C12 -2.066838 2.751568 -0.370612  -0.03
C13 4.906262 -0.953951 3.277221  0.11
C14 -2.013582 -3.745756 -0.007235  0.00
C15 -0.758499 -3.160063 -0.158556  0.01
C16 -1.450258 -5.247425 -1.797002  0.00
C17 2.482701 2.909429 -0.153606  0.06
C18 -3.335505 -0.250289 -1.212900  0.00
C19 -2.350006 -4.809064 -0.833352  0.00
C20 -2.913350 -1.206403 -3.373021  0.00
C21 0.161581 -3.596359 -1.114901  0.00
C22 4.543891 2.071797 -0.050347  0.06
C23 -2.563731 -0.320446 -2.380749  -0.01
C24 3.525899 0.958276 0.336090  0.07
C25 3.036783 1.099274 2.830390  0.01
C26 -1.064905 5.101980 -0.700325  0.00
C27 -0.975583 3.739259 -0.478360  0.04
C28 4.256416 -0.331631 4.350475  0.26
C29 1.358126 5.195267 -0.591739  0.01
C30 3.690140 0.482139 1.756870  0.20
H1 -1.709929 -6.087152 -2.429011  0.00
H2 -5.704303 -2.593120 -1.942781  0.00
H3 -4.847322 1.862314 -0.999974  0.00
H4 -3.298712 -5.313864 -0.705287  0.00
H5 3.615138 0.111270 -0.345019  0.01
H6 4.488610 -0.635816 5.363672  -0.01
H7 -2.344003 -1.264956 -4.291812  0.00
H8 5.136026 -1.032317 1.163306  0.00
H9 -2.693969 -3.413152 0.767580  0.00
H10 2.343680 1.915946 2.662993  0.00
H11 -3.191614 0.260816 0.845870  0.00
H12 -5.059036 -1.026019 -0.146441  0.00
H13 1.134476 -3.131469 -1.212041  0.00
H14 0.489366 -5.000189 -2.693388  0.00
H15 5.286595 2.283969 0.713356  -0.01
H16 2.288843 5.747843 -0.631731  0.00
H17 1.377852 -1.850247 2.594466  0.00
H18 -4.333268 -2.708770 -4.014265  0.00
H19 5.012126 1.922576 -1.020149  0.00
H20 1.782684 -2.914323 1.187380  0.00
H21 -1.714025 0.336562 -2.519616  0.01
H22 0.630531 -3.468109 2.443310  0.00
H23 2.826628 1.181705 4.954987  0.00
H24 -4.634720 2.120216 0.756255  0.00
H25 -2.027018 5.583535 -0.824008  0.00
H26 0.091455 6.898904 -0.930258  0.00
H27 5.630989 -1.734490 3.463650  0.01

Cartesian forces (eV/Å) of the 3 atoms listed first:
Ru -1.2156 -0.4728 -0.2659
S -0.4457 -0.3734 -0.1334
O 0.2231 0.4353 -0.0205

***

(2)
Formula: C30H27N5OsPS5
Source: OMol25
Level of theory: wB97M-V/def2-TZVPD

Total energy = -104906.29462 eV
Charge = +3
Highest occupied orbital energy = -15.7996 eV
Orbital gap = 4.92 eV

Last column: Mulliken charge in e.
Element x y z (Å)
Os1 1.073414 -1.031106 0.166200  1.21
S1 0.365262 -4.766290 2.719252  -0.10
S2 1.762967 0.849753 0.966454  -0.20
S3 -1.143186 -2.402781 -1.833219  0.16
S4 -1.364246 1.862173 0.831615  -0.38
S5 5.060250 -2.784171 -1.210411  -0.09
P1 0.368043 2.382894 1.545573  0.87
N1 -0.016519 -1.224500 -1.419639  -0.50
N2 3.764676 -0.609736 -2.088534  -0.32
N3 2.726540 -2.021131 -0.505874  -0.25
N4 -1.314726 -2.767349 2.139833  -0.19
N5 0.794024 -2.856870 1.066243  0.03
C1 -1.654894 -1.746440 -6.256264  -0.48
C2 -1.124760 -2.938407 -5.782139  -0.64
C3 -0.131292 -3.326683 1.921068  0.46
C4 2.428380 4.132709 1.195709  -0.41
C5 1.879987 -4.718698 1.882022  -0.33
C6 -3.873183 -2.401478 -1.740749  -0.70
C7 1.936352 -3.663445 1.063346  0.05
C8 3.028260 5.272402 0.692081  -0.77
C9 -0.964995 -3.130651 -4.417717  -0.37
C10 -5.103218 -2.001529 -1.241395  -0.60
C11 4.183907 -3.750913 -0.070832  -0.36
C12 0.417202 2.535453 3.326765  0.78
C13 0.464670 3.011345 6.042700  -0.49
C14 1.118005 1.668414 4.160692  -0.10
C15 -5.175086 -1.054798 -0.226097  -0.71
C16 -0.275769 3.632609 3.841764  -0.54
C17 0.970896 5.859921 -0.432447  -0.66
C18 0.359222 4.713653 0.053110  -0.31
C19 -1.901758 -0.911727 -4.011445  -0.22
C20 1.144469 1.918916 5.525457  -0.69
C21 -4.015185 -0.507616 0.304877  -0.23
C22 3.750332 -1.675431 -1.297556  0.45
C23 2.987242 -3.215724 0.188307  -0.05
C24 -2.724664 -1.834840 -1.201397  0.70
C25 2.296461 6.132359 -0.121933  -0.43
C26 -0.245169 3.865462 5.205608  -0.72
C27 1.096973 3.853024 0.860216  0.56
C28 -1.355922 -2.111914 -3.554724  0.50
C29 -2.044651 -0.737954 -5.374310  -0.78
C30 -2.776907 -0.909385 -0.178385  0.50
H1 -1.604447 -1.933400 1.652169  -0.01
H2 -4.069393 0.237146 1.088724  0.50
H3 -2.475623 0.178971 -5.752650  0.44
H4 2.980715 0.020744 -2.117269  0.13
H5 -0.556292 -4.057655 -4.034983  0.43
H6 -0.823170 4.300671 3.187281  0.39
H7 4.057014 5.494459 0.940587  0.43
H8 -1.945907 -3.162469 2.819584  0.26
H9 0.487082 3.199801 7.107635  0.42
H10 -2.227058 -0.139060 -3.323845  0.48
H11 -1.872674 -0.469783 0.220431  -0.63
H12 -0.770611 4.717673 5.614188  0.42
H13 1.701906 1.262973 6.180251  0.42
H14 -0.673519 4.496730 -0.188473  0.36
H15 -6.006744 -2.432436 -1.650863  0.45
H16 -6.140292 -0.742606 0.149217  0.43
H17 0.410781 6.538206 -1.061550  0.43
H18 -0.027918 -0.433905 -2.062009  0.35
H19 4.566500 -0.402636 -2.663422  0.25
H20 1.654785 0.817969 3.757630  0.24
H21 -3.820386 -3.132773 -2.538258  0.49
H22 -1.774760 -1.598919 -7.321288  0.44
H23 2.632427 -5.469454 2.062251  0.48
H24 4.618219 -4.650504 0.334652  0.45
H25 2.768290 7.022781 -0.515727  0.43
H26 -0.843683 -3.722867 -6.471180  0.44
H27 2.983354 3.470825 1.853092  0.41

Cartesian forces (eV/Å) of the 3 atoms listed first:
Os 0.6616 -0.9448 -1.0515
S 0.0408 0.0263 -0.0879
S 0.6629 -0.5347 -0.1097

***

(3)
Formula: C30H27N7O4Se2Ti
Source: OMol25
Level of theory: wB97M-V/def2-TZVPD

Total energy = -203981.26151 eV
Multiplicity = 3
⟨S²⟩ = 2.025
Charge = -2
Highest occupied orbital energy (alpha / beta) = -0.9627 / -2.8428 eV
Orbital gap (alpha / beta) = 5.14 / 7.02 eV

Last column: Mulliken spin population.
Element x y z (Å)
Se1 2.524923 0.624500 -1.849177  0.27
Se2 1.398702 2.348431 1.459581  0.01
Ti1 -0.233880 0.732106 0.043926  0.80
O1 -5.746476 -1.497009 -3.459935  0.00
O2 -5.254860 -3.418805 -2.372064  0.00
O3 -2.836425 2.642670 -1.981869  0.00
O4 -1.483583 2.039283 -0.304291  0.01
N1 3.375320 2.077983 -2.418951  0.34
N2 -1.584594 -0.420960 -0.808933  -0.07
N3 0.637245 -0.824954 1.028570  0.02
N4 -1.587221 0.446037 2.000574  -0.02
N5 -0.249276 4.442330 2.743231  0.00
N6 0.921873 1.490190 -1.568891  0.18
N7 0.753137 -2.832239 -1.140999  -0.01
C1 0.562203 -2.459779 -2.536687  0.03
C2 -0.500556 0.163332 2.917255  0.01
C3 0.629618 5.146550 -2.223346  0.09
C4 3.169875 -2.718129 -0.978495  0.02
C5 4.298011 -1.351559 0.611679  -0.01
C6 0.535771 -0.659615 2.401807  0.00
C7 1.926251 5.424034 -2.658286  -0.05
C8 -1.881728 -1.725553 -0.672582  0.08
C9 -2.970722 -2.313622 -1.274190  0.00
C10 -3.829818 -1.561366 -2.071039  0.02
C11 -2.495264 -0.713565 2.071804  0.01
C12 1.330145 -0.906772 4.692079  0.00
C13 3.080356 -0.896925 1.063157  0.02
C14 -2.263845 1.798347 -1.327814  -0.01
C15 1.371758 -1.264407 3.354427  0.00
C16 1.850659 -1.334723 0.524933  0.08
C17 -3.554083 -0.207122 -2.182784  0.00
C18 4.352712 -2.276252 -0.423317  0.01
C19 0.438025 0.051027 5.137775  0.00
C20 2.500192 3.101675 -2.358305  0.01
C21 -5.087673 -2.225750 -2.697578  0.00
C22 -2.377821 1.636118 2.329586  0.02
C23 2.858233 4.411575 -2.723084  0.10
C24 -0.502853 0.548794 4.243390  0.00
C25 0.643701 -4.266458 -0.960343  0.00
C26 1.925967 -2.274619 -0.533457  -0.12
C27 0.250989 3.871680 -1.838022  -0.03
C28 -2.456219 0.327497 -1.534006  0.10
C29 0.381123 3.624939 2.213209  0.00
C30 1.167704 2.813533 -1.894017  0.11
H1 -1.232948 1.266823 4.592888  0.00
H2 3.050086 -0.135454 1.831058  0.00
H3 3.877103 4.596660 -3.041311  0.00
H4 0.460016 -1.381081 -2.628177  -0.01
H5 -2.956850 -0.763298 3.065580  0.00
H6 -3.118242 1.783925 1.545800  0.00
H7 -2.912705 1.506198 3.278985  0.00
H8 1.358774 -4.842773 -1.570293  0.00
H9 -3.199631 -3.360367 -1.125200  0.00
H10 5.303903 -2.633492 -0.799597  0.00
H11 0.449213 0.388483 6.166194  0.00
H12 -1.753219 2.521010 2.383834  0.00
H13 -4.212890 0.440367 -2.745478  0.00
H14 1.390295 -2.788054 -3.184032  0.00
H15 2.018805 -1.371201 5.389477  0.00
H16 2.098343 -1.993937 3.025696  0.00
H17 -0.753011 3.718200 -1.486959  -0.01
H18 -0.365061 -4.581692 -1.241037  0.00
H19 0.807134 -4.516508 0.088744  0.00
H20 -3.285322 -0.616374 1.325691  0.00
H21 -1.208084 -2.284704 -0.049828  -0.01
H22 -0.104996 5.942155 -2.184879  0.01
H23 5.207951 -0.968272 1.057443  0.00
H24 -0.361614 -2.916093 -2.899590  0.01
H25 2.199524 6.435949 -2.936646  0.00
H26 3.204365 -3.423219 -1.801859  0.00
H27 -1.948531 -1.635724 1.898998  0.00

Cartesian forces (eV/Å) of the 3 atoms listed first:
Se 0.0484 0.0016 -0.2655
Se 0.8024 -0.1106 -0.1315
Ti 2.9756 0.8877 1.4989

***

Values for relative energy (zero: lowest compared OMol25 entry of this formula, charge and spin), kcal per mole, ordered as above
3.7 73.8 17.3